A single C4H5NS molecule at a distorted geometry. Source: the Open Molecules 2025 dataset; level of theory: wB97M-V/def2-TZVPD.

Each line ends with the Mulliken charge.
CARTESIAN COORDINATES (ANGSTROEM)
1 C 0.2407 1.5345 0.6276  0.143
2 C -0.0324 0.5730 -0.3091  0.317
3 C -1.1745 0.6662 0.6979  -0.464
4 C 0.7970 -0.6186 -0.2942  -0.777
5 N -0.0532 2.0224 1.6529  -0.338
6 S -0.2388 -2.1074 -0.6546  -0.207
7 H -0.2935 1.0348 -1.3308  0.311
8 H -1.1070 -0.1652 1.5354  0.142
9 H 1.3211 -0.7790 0.7344  0.331
10 H 1.5748 -0.5620 -1.0290  0.395
11 H -1.0341 -1.5987 -1.6305  0.146

Output
frontier orbital gap	9.142	eV
LUMO level	0.6	eV
E	-608.1479	hartree
relative energy (zero: lowest compared OMol25 entry of this formula, charge and spin)	127.2	kcal/mol